{"formula": "C42H69CsN11O2PS2Sb", "method": "ωB97M-V/def2-TZVPD", "total_charge": -1, "total_energy_ev": -103204.8157, "de_lowest_kj_mol": 58.9, "gap_ev": 6.24, "species": ["Cs", "Sb", "S", "S", "P", "O", "O", "N", "N", "N", "N", "N", "N", "N", "N", "N", "N", "N", "C", "C", "C", "C", "C", "C", "C", "C", "C", "C", "C", "C", "C", "C", "C", "C", "C", "C", "C", "C", "C", "C", "C", "C", "C", "C", "C", "C", "C", "C", "C", "C", "C", "C", "C", "C", "C", "C", "C", "C", "C", "C", "H", "H", "H", "H", "H", "H", "H", "H", "H", "H", "H", "H", "H", "H", "H", "H", "H", "H", "H", "H", "H", "H", "H", "H", "H", "H", "H", "H", "H", "H", "H", "H", "H", "H", "H", "H", "H", "H", "H", "H", "H", "H", "H", "H", "H", "H", "H", "H", "H", "H", "H", "H", "H", "H", "H", "H", "H", "H", "H", "H", "H", "H", "H", "H", "H", "H", "H", "H", "H"], "xyz": [[0.362, 0.381, -0.522], [-0.815, -2.350, -2.108], [-1.456, 5.700, 0.373], [0.473, 4.509, 2.334], [-1.476, -0.976, 2.132], [1.228, 1.991, -2.063], [-2.321, 3.974, -2.871], [-0.251, 3.638, -1.392], [4.005, -2.649, -4.788], [0.256, 3.619, -0.129], [-2.354, -2.252, 2.896], [-0.634, -0.234, 3.458], [4.886, -3.107, -2.574], [-2.961, 0.959, -2.747], [5.066, -0.883, -3.516], [-0.694, -1.356, 0.904], [2.907, -1.737, -2.832], [-2.800, 0.182, 2.097], [0.091, -4.281, -1.712], [-0.895, 5.518, 3.005], [3.468, 2.272, 0.978], [-1.558, 3.479, -3.870], [3.587, -2.729, -2.010], [5.410, 0.343, 0.602], [-4.311, -3.971, 2.567], [-1.338, 3.003, -6.216], [0.302, 2.802, -2.268], [-2.374, 1.524, 1.778], [-2.693, -2.927, -1.264], [0.421, 2.407, -4.711], [4.076, 3.393, -1.184], [-4.671, 2.089, 0.971], [4.273, 2.332, -0.152], [-0.170, 4.453, 0.703], [0.668, -0.815, 3.709], [-3.795, -0.242, 1.142], [3.617, 1.251, 1.899], [5.262, 1.367, -0.317], [-1.831, -3.573, 2.698], [-1.237, 0.386, 4.618], [0.750, -0.021, 6.089], [2.727, -2.281, -4.170], [-4.274, -3.351, 3.959], [5.699, -1.900, -2.684], [-0.080, 2.465, -5.995], [-1.222, 6.565, 1.966], [-2.077, 3.501, -5.163], [-2.933, -4.541, 2.223], [4.576, 0.272, 1.707], [-0.296, 2.913, -3.636], [-3.272, -2.177, 4.001], [3.764, -0.560, -2.926], [4.840, -1.451, -4.837], [-5.038, 0.638, 1.269], [4.658, -3.624, -3.918], [1.426, 0.049, 4.711], [-2.749, -0.092, -3.184], [-0.758, -0.246, 5.924], [-1.357, -3.023, -4.112], [-3.533, 2.514, 1.895], [6.189, -0.398, 0.467], [-3.505, -2.387, -1.739], [-2.799, -5.517, 2.699], [3.485, 4.211, -0.781], [5.623, -3.899, -4.360], [-3.190, 3.518, 1.623], [0.483, -4.305, -0.701], [0.599, -1.845, 4.103], [-3.410, -0.198, 0.103], [-2.746, -2.215, 4.973], [5.805, -1.715, -5.284], [2.964, -3.623, -1.935], [2.990, 1.231, 2.778], [-2.851, -3.997, -1.370], [0.500, 2.094, -6.824], [3.270, 0.195, -3.541], [-5.269, -3.005, 4.250], [-4.572, -3.201, 1.839], [-2.148, 7.098, 2.178], [1.391, 1.985, -4.498], [-1.749, 3.039, -7.214], [5.853, -1.487, -1.684], [1.197, -0.876, 2.754], [-1.041, -3.480, 1.949], [2.717, 3.031, 1.139], [-0.403, 7.279, 1.856], [-1.993, 1.581, 0.742], [1.408, 1.080, 4.348], [-3.893, 2.538, 2.927], [-1.746, 4.859, 3.184], [3.921, -0.146, -1.928], [-0.552, 5.948, 3.945], [3.527, 2.972, -2.026], [-5.821, 0.287, 0.592], [6.667, -2.165, -3.125], [3.742, -2.316, -1.010], [2.094, -3.173, -4.119], [4.674, -0.542, 2.412], [1.182, -0.838, 6.674], [-3.973, -4.123, 4.674], [-1.980, -2.282, -4.598], [-5.418, 0.570, 2.291], [-0.660, -5.059, -1.826], [-5.076, -4.751, 2.518], [-0.969, -1.317, 5.903], [-0.978, 1.461, 4.654], [-5.535, 2.747, 1.106], [4.348, -0.704, -5.468], [-1.305, 0.186, 6.767], [-4.341, 2.172, -0.069], [-3.792, -1.221, 3.942], [-1.892, -3.967, -4.066], [-1.566, 1.805, 2.456], [4.027, -4.517, -3.851], [2.234, -1.531, -4.796], [-1.711, 4.050, -2.080], [-3.060, 3.925, -5.318], [-4.037, -1.285, 1.350], [0.897, -4.467, -2.417], [-2.864, -4.685, 1.145], [5.034, 3.772, -1.542], [-0.456, -3.157, -4.705], [2.467, -0.275, 4.779], [-2.320, 0.312, 4.526], [-1.383, -3.958, 3.632], [0.935, 0.912, 6.630], [-3.063, 1.887, -2.381], [5.913, 1.412, -1.181], [-2.644, -2.663, -0.215]], "mulliken_charge": [0.819, 0.452, -0.151, -0.096, -1.140, -0.211, -0.774, -0.420, 0.085, 0.288, 0.764, 1.139, 0.045, 0.244, 0.248, -0.496, 0.395, 0.525, -1.670, -0.540, -0.438, 0.124, -0.630, -0.258, -0.420, -0.336, 0.005, -0.065, -0.790, -0.529, -1.439, -0.658, 1.249, -0.145, -0.477, 1.308, 0.057, -0.723, -0.961, -0.456, -0.821, -0.762, -0.891, -0.405, -0.869, -0.615, -0.690, -0.759, -0.654, 0.447, -0.364, 0.066, -0.702, -1.124, -0.675, -0.751, -0.630, -1.029, -1.403, -0.272, 0.432, 0.509, 0.429, 0.368, 0.335, 0.034, 0.360, 0.150, -0.130, -0.198, 0.351, 0.172, 0.285, 0.564, 0.414, 0.149, 0.399, -0.073, 0.391, 0.447, 0.382, -0.041, 0.429, 0.253, 0.003, 0.343, -0.590, 0.118, 0.278, 0.136, -0.500, 0.465, 0.052, 0.383, 0.375, 0.305, 0.189, 0.401, 0.381, 0.396, 0.393, 0.334, 0.565, 0.496, 0.170, 0.332, 0.463, 0.349, 0.461, 0.025, 0.421, 0.420, 0.168, 0.344, 0.211, 0.626, 0.422, -0.815, 0.373, 0.139, 0.482, 0.367, 0.462, 0.523, 0.512, 0.276, 0.311, 0.249, -0.249]}